The following is a DFT calculation (wB97M-V/def2-TZVPD) of a structure of composition C38H52N3OP2Pd in a non-equilibrium geometry.

Atoms and positions in Å:
1 C -0.466143 1.200928 -3.059124
2 C -2.393984 0.913875 -1.768348
3 C -1.187502 1.483476 -4.216706
4 C -3.171865 1.376479 -2.874467
5 C -2.565077 1.666066 -4.089818
6 H -0.645700 1.548584 -5.156481
7 H -4.253493 1.445927 -2.747372
8 H -3.140233 1.995637 -4.955446
9 N -1.043723 1.144175 -1.859044
10 P 1.909348 1.154839 -1.634905
11 P -2.501327 -0.458324 0.848394
12 C 0.985911 0.778949 -3.180517
13 H 1.018002 -0.315214 -3.331213
14 H 1.448895 1.239057 -4.059346
15 C -2.996748 0.125055 -0.734812
16 H -4.093508 0.168027 -0.777848
17 C -3.559883 -2.085433 0.969923
18 C -2.647900 0.553979 2.553620
19 C 3.333307 -0.060128 -1.577987
20 C 2.374820 2.949848 -1.983600
21 C -2.548911 -3.169074 1.370467
22 H -2.071032 -2.976181 2.338448
23 H -3.077312 -4.129705 1.419249
24 H -1.758181 -3.253459 0.613539
25 C -4.734204 -1.995745 1.954403
26 H -4.445207 -1.814098 2.993624
27 H -5.468573 -1.239416 1.649255
28 H -5.255898 -2.962613 1.940388
29 C -4.154296 -2.501697 -0.380559
30 H -4.480368 -3.548605 -0.296841
31 H -5.010553 -1.895259 -0.686668
32 H -3.417897 -2.464884 -1.180861
33 C -2.328541 -0.388985 3.726303
34 H -1.279499 -0.715451 3.664444
35 H -2.452761 0.173050 4.665626
36 H -2.957091 -1.281755 3.785064
37 C -1.603935 1.670022 2.636596
38 H -0.595129 1.248165 2.690518
39 H -1.665725 2.367856 1.794675
40 H -1.774400 2.238151 3.566435
41 C -4.039562 1.185262 2.581187
42 H -4.853095 0.452743 2.590969
43 H -4.134207 1.799983 3.489015
44 H -4.170211 1.848047 1.713491
45 C 3.508183 3.356091 -1.034565
46 H 3.701557 4.427002 -1.192050
47 H 3.235314 3.222634 0.017840
48 H 4.442387 2.818280 -1.239365
49 C 1.129972 3.806531 -1.698330
50 H 0.314498 3.592606 -2.398335
51 H 0.763582 3.659110 -0.676703
52 H 1.410818 4.862329 -1.814887
53 C 2.802617 3.207726 -3.437671
54 H 3.187195 4.236347 -3.492552
55 H 3.598409 2.538610 -3.783011
56 H 1.961673 3.154561 -4.139340
57 C 2.807882 -1.494322 -1.782043
58 H 2.492493 -1.681274 -2.816089
59 H 3.621779 -2.197480 -1.545948
60 H 1.959914 -1.709447 -1.116569
61 C 3.948533 0.020428 -0.168963
62 H 3.204339 -0.239519 0.598648
63 H 4.771754 -0.708019 -0.112181
64 H 4.358156 1.014057 0.054384
65 C 4.389149 0.243601 -2.650461
66 H 3.973766 0.208099 -3.667196
67 H 4.893689 1.207382 -2.504983
68 H 5.165875 -0.535153 -2.590457
69 Pd 0.278573 0.634665 -0.017749
70 C 1.125110 1.953368 1.038565
71 O 1.627052 2.666958 1.800493
72 N -0.466582 -1.115031 -0.573145
73 C -1.305218 -1.650133 -1.285451
74 C -1.277782 -2.822094 -2.154881
75 C -0.328072 -3.786185 -1.793965
76 C -2.110154 -3.022351 -3.269534
77 C -0.234414 -4.976046 -2.509913
78 H 0.331020 -3.585495 -0.945929
79 C -2.026517 -4.230023 -3.965472
80 H -2.801013 -2.226708 -3.564954
81 C -1.092205 -5.208145 -3.591230
82 H 0.509129 -5.717606 -2.220127
83 H -2.690337 -4.410661 -4.812272
84 H -1.028314 -6.144210 -4.151483
85 N 1.297319 -0.491685 2.404469
86 C 1.812673 -0.103129 3.385131
87 C 2.457503 0.413388 4.546259
88 C 3.445789 1.398925 4.399546
89 C 4.023930 1.979077 5.532184
90 C 3.628431 1.558186 6.807232
91 C 2.668640 0.547910 6.953213
92 C 2.084569 -0.031905 5.822520
93 H 3.746902 1.714896 3.396463
94 H 4.774208 2.761320 5.406667
95 H 4.074337 2.020593 7.689271
96 H 2.368691 0.212345 7.945756
97 H 1.336582 -0.822562 5.915500

Atoms 1-2, force components in eV/Å:
C -0.48 0.07 -0.92
C 0.70 0.98 -0.92

Its expectation value of S² is 2.013. The multiplicity is 3. As for the charge: +1. The LUMO energy (alpha / beta) is -2.5 / -4.3 eV. The calculation puts the total energy at -68815.5585 eV.

Atom charges from the Mulliken analysis, given in e for atoms 1 to 2:
1 C 0.0862
2 C 0.2047